Arrangement w

51
Properties=species:S:1:pos:R:3:lowdin_charge:R:1 method="wB97M-V/def2-TZVPD" smiles=CCOCc1cnc2c(OCC)cccc2n1.CC#N.CC#N.CC#N e_homo_ev=-8.288 homo_lumo_gap_ev=8.60
C 1.438 -1.512 0.376 -0.06
C 2.006 -2.069 -0.926 -0.26
O 0.984 -2.380 -1.869 -0.15
C 0.713 -1.348 -2.799 -0.16
C -0.270 -0.359 -2.226 -0.24
C -1.502 -0.839 -1.691 -0.05
N -2.374 -0.060 -1.131 0.16
C -2.053 1.263 -1.068 -0.13
C -2.931 2.171 -0.427 -0.24
O -4.081 1.764 0.178 -0.06
C -5.047 1.092 -0.642 -0.24
C -5.323 -0.325 -0.143 -0.08
C -2.598 3.493 -0.362 0.01
C -1.393 3.972 -0.922 -0.08
C -0.537 3.116 -1.547 -0.03
C -0.849 1.747 -1.629 -0.20
N 0.047 0.901 -2.219 0.19
H 1.157 -0.466 0.259 0.07
H 2.182 -1.615 1.164 0.05
H 0.559 -2.097 0.647 0.08
H 2.739 -1.372 -1.344 0.12
H 2.526 -2.998 -0.699 0.06
H 1.619 -0.811 -3.087 0.12
H 0.285 -1.834 -3.679 0.13
H -1.725 -1.899 -1.738 0.12
H -5.965 1.678 -0.548 0.11
H -4.744 1.110 -1.686 0.11
H -5.417 -1.022 -0.972 0.07
H -4.456 -0.644 0.433 0.06
H -6.188 -0.358 0.514 0.07
H -3.263 4.181 0.142 0.12
H -1.160 5.021 -0.824 0.08
H 0.390 3.472 -1.974 0.11
C 0.772 4.911 2.835 -0.06
C 0.949 5.250 1.430 -0.27
N 1.086 5.517 0.322 0.14
H -0.005 4.155 2.934 0.08
H 1.703 4.515 3.238 0.08
H 0.485 5.797 3.397 0.08
C 4.326 -1.078 3.547 -0.07
C 3.571 0.041 2.996 -0.29
N 2.957 0.907 2.561 0.13
H 3.679 -1.683 4.179 0.08
H 4.710 -1.698 2.738 0.08
H 5.159 -0.706 4.140 0.08
C 2.452 -6.523 -0.576 -0.06
C 3.009 -5.431 0.211 -0.27
N 3.446 -4.557 0.812 0.14
H 2.839 -6.478 -1.592 0.09
H 2.726 -7.477 -0.130 0.08
H 1.367 -6.438 -0.605 0.09

Arrangement x

51
Properties=species:S:1:pos:R:3:lowdin_charge:R:1 method="wB97M-V/def2-TZVPD" smiles="Cc1cc(CNC(=O)C[C@@H]2C(=O)NCCN2Cc2ccccc2)nn1C" e_homo_ev=-8.718 homo_lumo_gap_ev=9.27
C -3.810 -2.470 1.373 -0.02
C -3.639 -1.070 0.907 -0.31
C -3.032 0.020 1.494 0.02
C -3.200 1.072 0.578 -0.28
C -2.692 2.473 0.692 -0.11
N -1.430 2.614 -0.008 0.09
C -0.242 2.552 0.627 -0.49
O -0.122 2.583 1.834 0.06
C 0.946 2.460 -0.323 -0.04
C 1.103 1.011 -0.822 -0.21
C 0.009 0.770 -1.865 -0.46
O -0.249 1.609 -2.711 0.04
N -0.641 -0.404 -1.840 0.11
C -0.475 -1.426 -0.838 -0.15
C 0.920 -1.297 -0.244 -0.17
N 1.056 0.049 0.263 -0.10
C 2.111 0.191 1.264 -0.12
C 3.500 -0.080 0.739 -0.21
C 4.014 -1.373 0.741 -0.05
C 5.259 -1.643 0.201 -0.08
C 6.012 -0.622 -0.352 -0.09
C 5.518 0.670 -0.349 -0.08
C 4.273 0.938 0.193 -0.04
N -3.851 0.648 -0.494 0.12
N -4.113 -0.641 -0.288 -0.17
C -4.832 -1.401 -1.267 -0.02
H -3.366 -3.174 0.667 0.08
H -3.330 -2.595 2.339 0.08
H -4.867 -2.716 1.474 0.08
H -2.535 0.066 2.441 0.11
H -3.416 3.170 0.263 0.12
H -2.506 2.717 1.740 0.12
H -1.461 2.528 -1.012 0.12
H 0.790 3.098 -1.194 0.12
H 1.839 2.790 0.205 0.11
H 2.059 0.943 -1.385 0.16
H -1.402 -0.493 -2.500 0.15
H -0.612 -2.408 -1.301 0.12
H -1.216 -1.297 -0.039 0.10
H 1.024 -2.001 0.582 0.12
H 1.676 -1.541 -1.012 0.14
H 1.872 -0.517 2.063 0.13
H 2.037 1.195 1.682 0.11
H 3.439 -2.176 1.180 0.11
H 5.642 -2.653 0.214 0.10
H 6.983 -0.832 -0.776 0.10
H 6.105 1.475 -0.769 0.10
H 3.909 1.954 0.205 0.10
H -5.049 -0.739 -2.102 0.09
H -4.236 -2.248 -1.617 0.09
H -5.770 -1.779 -0.853 0.09

List of relative energies, unit eV: arrangement w 3.102; arrangement x 0.000

Arrangement w

18
Properties=species:S:1:pos:R:3:lowdin_charge:R:1 method="wB97M-V/def2-TZVPD" e_homo_ev="-7.895 / -7.894" homo_lumo_gap_ev="7.03 / 7.03"
C -0.069 0.548 2.595 -0.24
C 0.167 1.881 2.191 -0.65
C 0.414 2.105 0.870 -0.22
C -0.530 -0.515 -1.290 -0.09
C -0.863 -1.726 -0.622 -0.15
C 0.500 -1.218 -0.362 -0.27
N 0.204 -0.453 1.861 0.00
N 0.843 -0.489 0.809 0.07
N 0.685 3.365 0.455 0.01
I -0.775 3.439 3.444 0.71
H -0.480 0.300 3.571 0.10
H -0.447 -0.532 -2.339 0.09
H -0.742 0.473 -0.967 0.07
H -1.541 -1.556 0.375 0.16
H -1.169 -2.657 -1.051 0.10
H 1.507 -1.698 -0.625 0.16
H 0.666 4.117 1.202 0.04
H 0.693 3.595 -0.586 0.12

Arrangement x

18
Properties=species:S:1:pos:R:3:lowdin_charge:R:1 method="wB97M-V/def2-TZVPD" smiles=CN(N)c1ncccc1I e_homo_ev=-7.674 homo_lumo_gap_ev=8.25
C -1.462 1.782 -0.826 -0.07
N -0.567 1.254 0.148 -0.24
N -0.301 2.041 1.258 0.03
C -0.100 -0.026 0.100 -0.19
N -0.672 -0.799 -0.826 0.07
C -0.151 -1.992 -1.044 -0.19
C 0.885 -2.552 -0.327 -0.14
C 1.588 -1.892 0.665 -0.24
C 1.363 -0.571 0.869 -0.63
I 2.421 0.633 2.186 0.84
H -1.106 2.755 -0.964 0.06
H -1.394 1.278 -1.899 0.12
H -2.543 1.667 -0.643 0.09
H -1.140 2.202 1.739 0.08
H 0.199 2.857 1.012 0.07
H -0.611 -2.525 -1.864 0.10
H 1.293 -3.545 -0.766 0.13
H 2.297 -2.570 1.184 0.12

List of relative energies, unit eV: arrangement w 3.222; arrangement x 0.000

Arrangement w

23
Properties=species:S:1:pos:R:3:lowdin_charge:R:1 method="wB97M-V/def2-TZVPD" smiles="CC(=O)C(C)(C)CC(N)=O" e_homo_ev=-9.097 homo_lumo_gap_ev=9.81
C -0.472 -1.294 2.566 -0.01
C -0.842 -1.220 1.103 -0.35
O -1.638 -1.993 0.637 0.09
C -0.240 0.080 0.217 -0.48
C -1.187 1.254 0.439 -0.03
C 1.183 0.433 0.634 -0.04
C -0.306 -0.439 -1.188 -0.06
C 0.372 0.689 -2.212 -0.49
N 1.425 0.225 -2.929 0.16
O -0.038 1.821 -2.352 0.04
H 0.516 -1.750 2.640 0.09
H -0.434 -0.303 3.009 0.08
H -1.176 -1.930 3.100 0.08
H -2.222 0.946 0.305 0.09
H -1.062 1.675 1.434 0.08
H -0.977 2.020 -0.307 0.08
H 1.530 1.293 0.064 0.09
H 1.222 0.723 1.682 0.08
H 1.863 -0.400 0.466 0.09
H 0.235 -1.377 -1.297 0.11
H -1.336 -0.545 -1.523 0.12
H 1.757 -0.718 -2.845 0.09
H 1.827 0.811 -3.646 0.11

Arrangement x

23
Properties=species:S:1:pos:R:3:lowdin_charge:R:1 method="wB97M-V/def2-TZVPD" smiles="CC(C)(C)C#N.CC(=O)O" e_homo_ev=-10.410 homo_lumo_gap_ev=11.07
C 1.695 -1.915 -0.025 -0.04
C 1.033 -0.539 -0.218 -0.58
C 2.039 0.597 0.013 -0.03
C 0.450 -0.460 -1.632 -0.04
C 0.089 -0.479 0.877 -0.21
N -0.477 -0.518 1.873 0.22
H 0.974 -2.707 -0.216 0.09
H 2.528 -2.028 -0.717 0.09
H 2.070 -2.027 0.990 0.09
H 2.814 0.565 -0.752 0.09
H 2.511 0.498 0.989 0.09
H 1.548 1.567 -0.027 0.08
H 1.200 -0.817 -2.338 0.09
H 0.189 0.557 -1.906 0.07
H -0.440 -1.067 -1.730 0.09
C -2.880 0.780 1.290 -0.02
C -2.048 1.050 0.076 -0.62
O -2.148 0.491 -0.981 0.08
O -1.170 2.050 0.267 0.08
H -2.367 1.120 2.182 0.07
H -3.820 1.324 1.185 0.09
H -3.100 -0.280 1.357 0.09
H -0.692 2.236 -0.557 0.12

List of relative energies, unit eV: arrangement w 0.000; arrangement x 0.182

Arrangement w

7
Properties=species:S:1:pos:R:3:lowdin_charge:R:1 method="wB97M-V/def2-TZVPD" smiles="N#CC(N)=S" e_homo_ev=-9.374 homo_lumo_gap_ev=8.33
N -1.667 -1.438 0.126 0.21
C -0.632 -1.134 -0.217 -0.30
C 0.487 -0.327 -0.156 -0.85
N 0.099 1.029 -0.049 0.09
S 2.038 -0.989 0.001 0.64
H 0.595 1.729 0.491 0.11
H -0.920 1.130 -0.195 0.11

Arrangement x

7
Properties=species:S:1:pos:R:3:lowdin_charge:R:1 method="wB97M-V/def2-TZVPD" e_homo_ev=-9.829 homo_lumo_gap_ev=10.15
N 0.774 1.230 -0.046 -0.31
N -0.965 -0.129 1.128 -0.28
S -0.088 1.289 1.375 0.92
C 0.452 0.157 -0.684 -0.27
C -0.449 -0.720 0.095 -0.27
H 0.845 -0.073 -1.691 0.11
H -0.569 -1.755 -0.177 0.10

Arrangement y

7
Properties=species:S:1:pos:R:3:lowdin_charge:R:1 method="wB97M-V/def2-TZVPD" e_homo_ev=-8.484 homo_lumo_gap_ev=7.48
C -0.240 -0.173 0.248 -0.25
C -0.086 0.406 -0.958 -0.69
N 0.472 -0.368 1.344 -0.03
N 0.814 -0.592 2.408 0.27
S 1.047 1.474 -1.667 0.52
H -1.094 -0.899 0.160 0.14
H -0.914 0.151 -1.536 0.02

List of relative energies, unit eV: arrangement w 0.595; arrangement x 0.000; arrangement y 2.237

Arrangement w

10
Properties=species:S:1:pos:R:3:lowdin_charge:R:1 method="wB97M-V/def2-TZVPD" smiles="ClC#CSCl.C=N" e_homo_ev=-9.089 homo_lumo_gap_ev=8.08
Cl -1.830 -2.092 0.632 0.75
C -2.053 -0.634 -0.004 -0.71
C -1.947 0.508 -0.432 -0.62
S -2.125 2.094 -0.959 0.48
Cl -2.381 3.156 0.825 0.09
C 2.194 -0.457 0.357 -0.17
N 2.209 -1.234 -0.625 0.00
H 1.847 0.611 0.407 0.08
H 2.532 -0.998 1.205 0.04
H 1.553 -0.953 -1.407 0.06

Arrangement x

10
Properties=species:S:1:pos:R:3:lowdin_charge:R:1 method="wB97M-V/def2-TZVPD" smiles="S=CNC=C(Cl)Cl" e_homo_ev=-8.714 homo_lumo_gap_ev=8.58
S -3.218 0.379 -0.133 0.57
C -1.566 0.548 0.040 -0.72
N -0.721 -0.518 0.200 -0.07
C 0.676 -0.692 -0.001 -0.21
C 1.647 0.201 0.012 -1.15
Cl 1.328 1.920 0.014 0.65
Cl 3.280 -0.172 -0.116 0.67
H -0.947 1.490 -0.110 0.02
H -1.289 -1.391 0.151 0.12
H 0.810 -1.764 -0.057 0.12

List of relative energies, unit eV: arrangement w 2.563; arrangement x 0.000